No. 1
{"formula": "C22H49N2P3SSeV", "method": "ωB97M-V/def2-TZVPD", "symbols": ["C", "P", "H", "H", "H", "H", "H", "C", "C", "H", "H", "H", "H", "C", "H", "H", "H", "H", "H", "H", "N", "C", "C", "C", "C", "H", "C", "Se", "C", "H", "H", "C", "H", "H", "H", "H", "P", "H", "C", "H", "C", "H", "H", "H", "H", "V", "H", "H", "C", "H", "H", "H", "H", "H", "S", "H", "H", "C", "H", "H", "C", "H", "C", "H", "H", "H", "P", "H", "N", "H", "C", "H", "H", "C", "C", "H", "H", "C", "C"], "coordinates": [[-3.25953, 1.79580, -5.82163], [1.77700, -0.83242, 1.67489], [-3.16285, -0.45614, 3.27111], [-3.47356, 1.70270, -6.90324], [-0.94886, -3.77319, -1.50719], [0.85272, 4.13711, 2.03127], [3.93234, -1.42523, -0.81100], [-1.26286, 1.69466, 2.69083], [1.78392, 2.95226, -5.04000], [2.03632, -3.25683, 1.86924], [-3.84780, 1.08253, 2.67845], [1.65555, -1.38074, 4.00888], [2.42880, -3.90781, -0.49962], [0.15220, 3.37489, 1.69849], [0.65799, 2.67305, 1.02999], [0.98048, -4.16612, -1.49809], [2.53468, -3.76698, -2.26725], [-3.46034, -0.25599, -5.39655], [-1.51957, 2.24171, -4.63429], [-1.64144, 3.70163, 4.28254], [-2.04171, 1.30226, 3.73845], [-0.16654, 2.52879, -3.06107], [3.25469, -1.16759, -1.63092], [3.12910, 0.40037, 1.71878], [0.74562, -1.48234, -2.93411], [2.52845, 3.17099, -5.80508], [2.71561, -2.39905, 1.76456], [1.71130, 1.75884, -1.06506], [2.13619, 2.99306, -3.68663], [-1.21972, -4.80152, 1.60472], [3.45988, 0.66361, 0.70792], [-0.57488, 3.62462, 4.01046], [-0.22377, 4.62010, 3.70088], [-2.04652, 1.55850, 5.82258], [3.34914, -2.54905, 0.88097], [-3.32221, -3.12538, 1.27970], [-1.06438, -2.56699, 0.63795], [-3.19005, 0.84572, -3.90638], [1.19766, 2.53361, -2.73613], [-0.66395, 3.85057, 1.14850], [-1.44889, 1.05111, 5.05970], [0.41287, -4.52711, 0.92491], [0.01024, 3.33913, 4.89818], [-3.02225, -1.35761, 1.35864], [1.45172, -1.81815, -3.70910], [0.09515, -0.60905, 0.05825], [-0.04856, -3.78839, 2.49642], [2.77988, 1.30995, 2.21860], [-3.30802, 0.60886, 3.50583], [-0.41971, 1.41356, 5.10595], [0.02796, -0.98627, 3.38386], [-3.91454, 0.68224, 4.41725], [-2.40229, -2.43447, 2.65902], [-0.18485, -2.06932, -3.00630], [-1.49175, 1.01452, 1.12186], [-1.43983, -0.02361, 5.27754], [3.36139, -2.34412, 2.65398], [-0.40754, -4.06148, 1.49178], [-3.10172, 2.83867, -5.49854], [0.50690, -0.41650, -3.09445], [-3.27350, 0.75124, -4.99059], [3.96954, -0.03343, 2.27379], [-2.59436, -2.34780, 1.57668], [0.19219, 2.49105, -6.43548], [-2.14734, -2.43847, -1.52126], [3.11550, 3.33956, -3.35191], [1.54701, -1.76674, -1.33256], [3.24267, -0.07553, -1.75510], [-0.36835, 2.70921, 2.87814], [1.19968, 0.32541, 3.70248], [-0.49347, 2.46305, -4.39942], [0.37731, 0.93979, -1.10178], [3.60836, -1.63286, -2.55989], [-1.73520, -3.26967, -0.92698], [0.47104, 2.61444, -5.39477], [-2.54083, -3.98545, -0.69717], [-0.94020, 2.48878, -2.28713], [1.08972, -0.70889, 3.34789], [1.89500, -3.57972, -1.39519]], "charge": 3, "homo_ev": [-16.0, -16.0], "e_lumo_ev": [-11.198, -10.172], "multiplicity": 3, "s2": 2.05, "de_lowest_kj_mol": 186.47, "gap_ev": [4.77, 5.82], "max_force_ev_per_a": 3.36}



No. 2
{"formula": "C5H9O3", "method": "ωB97M-V/def2-TZVPD", "symbols": ["H", "H", "O", "C", "H", "C", "C", "C", "C", "O", "H", "H", "H", "H", "H", "H", "O"], "coordinates": [[-0.10944, 2.42790, -1.10803], [0.37049, 1.63382, 0.38209], [0.50075, -2.06473, 1.08841], [-0.39905, 2.29689, -0.08164], [3.38318, -1.49269, 0.20345], [1.29179, -1.34336, 0.43749], [2.53448, -1.95511, -0.21098], [-1.87374, 0.28589, 0.19234], [-1.73420, 1.63355, -0.07914], [-3.05907, -0.28781, -0.12401], [-2.67600, 2.13656, -0.39925], [-0.34846, 3.33288, 0.34302], [-2.97977, -1.25234, -0.16156], [2.41331, -1.95765, -1.32072], [2.62319, -3.02110, 0.01825], [-1.09103, -0.28513, 0.60247], [1.15358, -0.08757, 0.21780]], "charge": -1, "homo_ev": -4.2, "e_lumo_ev": 3.827, "de_lowest_kj_mol": 127.90, "gap_ev": 8.03, "max_force_ev_per_a": 4.33}



No. 3
{"formula": "CH3IO3S", "method": "ωB97M-V/def2-TZVPD", "symbols": ["O", "I", "H", "H", "O", "O", "C", "S", "H"], "coordinates": [[-2.07223, -2.35429, 0.91147], [3.42702, 3.09038, 0.63785], [0.84841, 0.06185, -0.69147], [-0.56753, 1.20580, -0.70630], [-0.58942, -0.32940, 0.64030], [-1.05164, -1.86475, -1.36962], [0.21398, 0.62433, -0.11348], [-0.97095, -1.81257, 0.08137], [0.76236, 1.37864, 0.60987]], "homo_ev": [-10.8, -10.0], "e_lumo_ev": [-2.183, -3.776], "de_lowest_kj_mol": 199.98, "gap_ev": [8.62, 6.18], "max_force_ev_per_a": 3.94}



No. 4
{"formula": "C27H34Co2O9P", "method": "ωB97M-V/def2-TZVPD", "symbols": ["C", "H", "H", "O", "H", "H", "C", "O", "C", "C", "C", "O", "H", "H", "O", "C", "H", "C", "H", "H", "C", "H", "C", "O", "H", "C", "C", "H", "C", "C", "Co", "H", "C", "H", "O", "C", "C", "C", "C", "H", "H", "H", "H", "C", "H", "H", "H", "H", "C", "P", "C", "H", "H", "H", "H", "H", "C", "C", "H", "H", "H", "H", "C", "Co", "O", "H", "H", "O", "C", "C", "O", "H", "C"], "coordinates": [[2.19338, 0.99735, 3.79236], [-0.24020, 5.89955, -4.47698], [-2.68370, -5.50125, 3.00407], [0.30342, 0.61739, -5.90758], [-6.04354, 2.74626, 5.79908], [-3.02179, -3.50328, 5.31150], [-1.62005, -0.46305, -3.41506], [0.97655, 0.61881, 3.12601], [4.47265, 0.19630, 4.54498], [0.12329, 2.82758, -3.07649], [-2.56084, 2.48456, 3.51554], [1.75152, -3.55772, -5.10597], [-1.77604, -1.44157, 5.18720], [2.62425, 1.86601, 3.27072], [-1.29007, 1.97180, 3.05936], [0.25840, 5.01143, -4.09024], [-4.21052, -4.68911, 3.40527], [-5.02387, 2.49934, 5.48808], [5.08200, -1.80392, 5.14790], [-1.51044, -4.25028, 4.81514], [1.41436, -0.84999, -2.16205], [4.92867, 1.07804, 4.07941], [-2.47611, -3.89060, 4.44401], [-2.33072, 0.05086, -4.17419], [-3.46142, -5.80517, 4.56561], [1.85690, 0.39019, -2.58384], [1.53014, 2.78868, -2.94869], [-5.79775, 1.28078, 3.88462], [3.20451, -0.15528, 3.78408], [2.29208, 3.86165, -3.47198], [-0.55163, -1.21196, -2.26180], [-2.45033, 2.94383, 4.50968], [3.54901, -0.58263, -4.50496], [-5.28301, 2.87876, 3.37306], [-0.69158, -4.01861, -2.98203], [-3.69646, 1.45137, 3.55882], [2.17647, 1.66774, -2.28464], [-3.25659, -5.03846, 3.81386], [-0.64157, -2.89765, -2.68274], [3.45057, -0.40521, 2.74189], [2.73947, -1.04568, 4.23544], [-0.44338, 1.98782, -2.66531], [-1.68471, -3.07890, 2.59137], [0.89952, 0.04820, -5.09552], [-2.84362, 3.28656, 2.81445], [-4.39972, 3.38793, 5.62360], [5.75609, -1.28267, 3.59045], [6.39838, -0.61805, 5.10795], [5.48725, -0.94698, 4.59815], [-0.46775, 0.82088, 3.92572], [-1.22198, -1.05504, -0.65577], [-3.15587, -2.28330, 3.15711], [-3.41824, 0.61326, 4.21391], [-0.34093, -2.11307, 4.36966], [-1.60586, 3.99018, -3.59165], [3.02212, 1.87378, -1.62661], [-2.21046, -2.73513, 3.49663], [-5.02327, 2.04206, 4.03084], [2.26125, 5.78267, -4.44933], [-4.65639, 1.71347, 6.15686], [1.84952, -1.41343, -1.33170], [-3.81566, 1.04452, 2.54503], [-0.51250, 3.94644, -3.60388], [1.87573, -0.84481, -3.91276], [4.63956, -0.38418, -4.83725], [1.99257, 1.29644, 4.83682], [3.38122, 3.79476, -3.41479], [-1.63421, -0.90660, 0.41622], [-1.34392, -1.68154, 4.19760], [1.66344, 4.95651, -4.05138], [-1.27817, -0.51923, 3.37926], [4.19410, 0.48594, 5.56481], [1.73239, -2.52114, -4.60257]], "charge": -1, "homo_ev": -3.4, "e_lumo_ev": 2.413, "de_lowest_kj_mol": 0.00, "gap_ev": 5.84, "max_force_ev_per_a": 5.01}



No. 5
{"formula": "C27H53BFN4O12PS2", "method": "ωB97M-V/def2-TZVPD", "symbols": ["H", "H", "H", "C", "H", "H", "C", "H", "C", "C", "H", "C", "C", "H", "O", "H", "H", "N", "H", "H", "H", "P", "H", "C", "H", "H", "H", "N", "C", "O", "H", "H", "C", "H", "H", "O", "H", "O", "H", "O", "S", "H", "O", "O", "C", "H", "F", "C", "C", "N", "C", "H", "H", "H", "C", "H", "C", "O", "S", "H", "H", "H", "H", "C", "H", "C", "H", "B", "C", "H", "H", "C", "C", "C", "H", "H", "C", "O", "C", "C", "H", "H", "H", "H", "H", "H", "N", "H", "O", "C", "H", "H", "C", "H", "H", "O", "O", "H", "H", "H", "C"], "coordinates": [[2.32731, 5.02995, 1.62879], [-2.34379, 4.67441, -7.73351], [1.86016, -6.62734, 8.71289], [1.77727, 2.15433, 0.44285], [-0.42538, -3.53794, -1.35014], [-1.57720, -3.82991, 2.86789], [6.42623, -2.09231, -0.76581], [7.30614, -1.63430, -1.22319], [1.50892, 4.62171, 0.98334], [-4.78723, -3.58968, 3.36965], [-2.43056, -4.82704, -0.17696], [-4.82972, -3.95923, 0.93361], [2.48315, -5.73871, 8.58495], [-1.85617, 9.48580, -1.95491], [-3.16708, 7.10862, -6.13515], [-1.74817, -2.25477, 1.09611], [-4.51455, 7.20230, -7.67739], [-5.23829, -2.62479, 4.19731], [-2.14842, 0.44668, -2.22326], [-4.23527, -4.52448, 3.57733], [3.57511, -5.98766, 5.19440], [0.10906, -4.80338, 1.85786], [4.85439, -6.12631, 3.91667], [-5.82636, -1.96021, 2.03677], [4.97030, -4.15686, 5.13833], [1.74722, -5.28035, 6.84869], [-3.12805, 8.82966, -0.89965], [-5.14672, -3.17116, 2.09259], [2.76022, -0.95007, 0.36646], [0.03262, 0.57815, -1.23391], [-3.82734, 1.06696, -2.19869], [5.56164, -3.87623, 3.44857], [-2.58847, -3.96832, -0.86885], [-1.61103, -2.32171, -1.89873], [-1.25160, -1.02751, -0.10428], [-1.51772, -4.41092, 2.07972], [-1.11488, 6.33809, -3.57029], [0.65120, -5.31708, 3.37052], [1.80066, 3.73057, -1.06413], [2.62905, -5.44396, 7.20033], [-4.13420, -3.00632, -0.48619], [3.12271, -6.64310, 3.56091], [4.49498, 0.73112, -0.26282], [-3.55613, -0.74957, -3.14829], [-0.43351, 5.93348, -2.81696], [0.54969, 6.38427, -2.94241], [2.35086, 1.82466, 1.70738], [-5.86533, -1.61067, 3.45632], [3.35429, -2.08571, 1.04146], [3.49106, -4.49045, 3.65975], [-2.92335, 9.26868, -1.87398], [4.45300, -2.62916, 4.27790], [0.79161, 4.08314, 1.65978], [5.07846, -5.03268, 1.36095], [3.36540, 0.36835, -0.17607], [-1.78215, 5.83599, -1.42766], [-4.51367, 7.19801, -6.58878], [4.16153, -5.36562, 1.40819], [-5.00886, -5.58421, 0.82562], [-5.08441, 6.33796, -6.23093], [-2.78253, -4.42275, -1.88252], [0.76537, -4.53836, 3.95156], [-4.96880, 8.12198, -6.22416], [1.09258, -3.32620, 1.28214], [-6.22429, -1.42917, 1.15472], [2.56166, -3.24406, 1.47300], [-3.11179, 8.75111, -3.73520], [3.43030, -4.42387, 2.17236], [4.68930, -3.71513, 4.14362], [-0.76417, 6.09158, -6.86687], [2.02802, -4.88949, 9.10062], [3.76296, -5.89746, 4.09096], [2.20670, 3.59932, -0.02459], [1.30250, -1.08144, 0.16200], [-1.10886, 4.15709, -8.90721], [6.23375, -1.61737, 0.19362], [0.45215, -2.17384, 0.57872], [-3.30288, 8.33899, -2.88477], [-1.36327, -3.00230, -1.03307], [0.99683, 0.22916, -0.60652], [-6.33566, -0.68940, 3.86766], [-3.19059, 7.10575, -5.17067], [0.66971, 2.20795, 0.60938], [-0.35112, 4.85009, -2.93600], [0.92230, 5.41869, 0.46676], [6.82739, -3.88226, -1.40814], [2.16473, 1.11430, -0.53747], [3.46901, -5.92785, 9.00591], [6.65946, -3.48156, -0.54863], [-3.20079, 0.17380, -2.12420], [-3.49966, 10.19072, -1.98231], [3.31905, 3.70753, 0.00025], [-1.06362, -2.08491, 0.23482], [-3.36122, -0.29966, -1.15544], [-1.70687, 5.83386, -8.94132], [-0.42762, 5.35749, -7.39452], [-0.91364, 6.24379, -1.51469], [4.45486, -2.07237, 1.22261], [-3.40675, -0.31181, -3.99306], [5.55687, -1.96199, -1.41476], [-1.46001, 4.98697, -8.29558]], "homo_ev": -8.7, "e_lumo_ev": -0.895, "gap_ev": 7.78, "max_force_ev_per_a": 4.48, "smiles": "CC[C@H](F)N1C(=O)c2cc(B(O)N(C)C)c(P(O)O)c(CCCSC(=S)n3ccnc3)c2C1=O.CO.CO.CO.CO.CO.CO.CO"}



No. 6
{"formula": "C12H20O", "method": "ωB97M-V/def2-TZVPD", "symbols": ["H", "H", "C", "H", "H", "H", "C", "H", "H", "O", "C", "H", "H", "H", "C", "C", "H", "H", "H", "H", "C", "C", "H", "H", "H", "C", "H", "C", "H", "C", "C", "H", "C"], "coordinates": [[-1.49550, -0.00315, 1.63300], [1.55572, -1.87314, -0.36105], [0.43940, 3.50913, -0.13567], [1.99863, -4.96483, -0.46733], [-0.12553, 4.60192, 3.03817], [-1.69498, 2.64165, 2.93617], [1.34722, -2.88273, -0.72841], [0.84978, -1.96820, -2.60922], [-0.32380, -4.24689, -0.39983], [0.81108, 5.68782, 0.86520], [-0.10654, -3.17010, -0.38828], [3.24652, -3.95609, -0.78044], [-0.85183, -2.51889, -0.83124], [-0.18890, 1.63582, -0.91063], [-1.97915, 0.79390, 1.05672], [2.31844, -3.94313, -0.21606], [-0.36204, -3.06101, 0.68474], [-2.91477, 0.88512, 1.62324], [2.44106, -2.73559, -2.64728], [-3.04476, -0.56004, -0.21703], [-0.27235, 4.05055, 2.12371], [-0.30116, 2.32047, -0.08253], [2.52255, -3.85116, 0.84525], [1.04421, 3.77342, -0.99404], [-1.49792, -0.16955, -0.84156], [0.29460, 4.42560, 0.88901], [1.11560, 5.90690, -0.00529], [-1.09864, 2.03705, 1.01195], [0.99577, -3.72693, -2.69948], [-0.99985, 2.88506, 2.13860], [1.42447, -2.82886, -2.25348], [-2.80158, 1.02722, -0.96085], [-2.34575, 0.27867, -0.31607]], "homo_ev": -8.3, "e_lumo_ev": 0.828, "de_lowest_kj_mol": 81.25, "gap_ev": 9.12, "max_force_ev_per_a": 2.62, "smiles": "CCc1ccc(O)cc1.CC(C)C"}



No. 7
{"formula": "C16H22ClNO2", "method": "ωB97M-V/def2-TZVPD", "symbols": ["C", "O", "H", "C", "C", "C", "C", "H", "H", "H", "C", "Cl", "C", "H", "H", "O", "H", "C", "H", "C", "C", "H", "H", "H", "H", "H", "H", "H", "H", "H", "H", "C", "N", "H", "C", "C", "C", "C", "H", "H", "H", "C"], "coordinates": [[-3.78568, 1.46748, 0.17382], [2.45274, -0.25398, -1.03103], [3.93247, -1.51062, -1.72256], [4.07115, 1.54899, -0.42561], [2.83183, 1.15398, 1.76969], [3.25021, -1.41054, -0.86463], [3.33900, 2.17842, 0.76164], [2.99670, -3.52773, -0.74469], [4.79513, 0.81650, -0.06368], [4.02533, 2.86147, 1.26821], [-4.10635, 0.10936, 0.09342], [-5.92658, -1.87188, -0.32469], [-4.73615, 2.44823, -0.02405], [-7.41204, 0.47297, -0.61428], [2.36051, 1.60383, -1.74275], [-1.28992, -3.03176, 0.82907], [2.06751, -2.43579, 1.35747], [-5.43821, -0.21809, -0.19086], [-4.45881, 3.48915, 0.04842], [-0.89093, -1.93205, 0.48868], [-6.39618, 0.76144, -0.39333], [2.50015, 2.77105, 0.38926], [1.72994, -2.70086, -1.66639], [3.66190, 0.58221, 2.18066], [0.71626, -0.75638, -0.04699], [-6.79468, 2.85860, -0.46432], [-2.77245, 1.74854, 0.41565], [0.95915, -3.59684, 0.59106], [2.13401, 0.46579, 1.30314], [-3.48096, -1.91015, 0.56989], [2.32395, 1.65333, 2.59187], [3.14532, 0.89645, -1.45867], [0.42374, -1.63705, 0.35066], [4.62639, 2.32769, -0.95322], [1.46011, -2.63322, 0.46497], [-1.78651, -0.78377, 0.22186], [-6.04591, 2.09690, -0.30972], [-3.11141, -0.92440, 0.31631], [3.73406, 0.65111, -2.35681], [3.85739, -1.32987, 0.04833], [-1.31763, 0.14755, -0.06159], [2.35547, -2.64608, -0.77419]], "homo_ev": -8.7, "e_lumo_ev": 0.212, "de_lowest_kj_mol": 92.92, "gap_ev": 8.93, "max_force_ev_per_a": 0.74, "smiles": "CCCCOCCCNC(=O)/C=C/c1ccccc1Cl"}



No. 8
{"formula": "CH6S4", "method": "ωB97M-V/def2-TZVPD", "symbols": ["S", "C", "H", "H", "H", "H", "H", "H", "S", "S", "S"], "coordinates": [[-0.70284, -2.55695, 1.92428], [-1.24375, 0.17955, 0.46928], [0.11471, -1.68405, 2.61122], [-1.86585, 0.77341, 1.15691], [-1.05270, 0.65321, -0.49713], [0.76721, 1.80011, -2.40199], [-0.31439, 0.16817, 1.05046], [2.02993, -0.42502, -2.12431], [-1.94465, -1.50927, 0.61616], [2.83824, 0.56918, -1.55669], [1.37408, 2.03167, -1.24819]], "homo_ev": -8.1, "e_lumo_ev": 0.072, "de_lowest_kj_mol": 107.29, "gap_ev": 8.21, "max_force_ev_per_a": 2.09, "smiles": "CSS.SS"}